Entry 1:
The following is a quantum chemistry calculation of C36H32BrN4O4PTi as an isolated structure, from the Open Molecules 2025 dataset.

Calculated values
HOMO level (spin up / spin down) (eV): -9.84 / -11.24
Lowest unoccupied orbital energy (spin up / spin down) (eV): -2.43 / -2.62
Molecular weight (g mol⁻¹): 743.4
Net charge: +1
Gap between HOMO and LUMO (spin up / spin down) (eV): 7.41 / 8.62
⟨S²⟩: 0.76
2S+1: 2

Element x y z (Å)
Br: -0.397 2.301 -2.180
Ti: -0.244 -0.179 -0.228
P: 0.772 -3.247 0.174
O: -0.011 1.186 1.173
O: -1.447 -0.794 -1.916
O: 4.698 2.763 -2.762
O: -3.231 0.720 1.904
N: -3.736 -0.932 -1.735
N: 0.263 -1.794 0.490
N: -2.352 -0.126 -0.009
N: 1.541 0.595 -1.263
C: -1.010 3.081 2.166
C: 1.439 -5.561 3.471
C: 3.713 -3.333 -3.355
C: -0.383 -5.559 -0.901
C: 0.905 -5.067 2.287
C: 1.969 -3.324 -1.179
C: 0.478 1.379 5.891
C: -1.895 -3.833 -0.170
C: -4.836 -0.726 -0.916
C: -2.973 -4.614 -0.565
C: 4.047 -4.015 -2.196
C: 3.901 0.841 -1.547
C: -4.727 -0.210 0.313
C: 1.078 0.127 5.890
C: -2.515 -0.625 -1.242
C: 2.503 -2.656 -3.436
C: 2.401 2.491 -2.466
C: 0.048 1.934 4.697
C: 2.698 -3.477 2.151
C: -3.900 -1.503 -3.069
C: -0.242 1.808 2.220
C: 0.825 -0.023 3.506
C: 1.534 -4.028 1.609
C: 0.229 1.237 3.501
C: 3.175 -4.016 -1.113
C: 2.801 0.169 -1.068
C: -3.408 0.175 0.829
C: 2.601 -5.016 3.991
C: 3.231 -3.967 3.329
C: 1.249 -0.575 4.703
C: 3.697 2.026 -2.257
C: 1.636 -2.650 -2.358
C: -2.755 -5.860 -1.131
C: 1.384 1.717 -1.951
C: -1.459 -6.335 -1.298
C: -0.597 -4.302 -0.335
H: 3.192 -2.646 1.658
H: 0.937 -0.590 2.589
H: 1.703 -1.557 4.706
H: -2.913 -1.687 -3.479
H: 0.343 1.916 6.819
H: -0.425 2.905 4.705
H: 3.444 -4.571 -0.224
H: -4.445 -2.443 -2.997
H: 2.912 -0.751 -0.509
H: -5.601 -0.052 0.924
H: -4.444 -0.808 -3.707
H: 5.553 2.366 -2.560
H: -1.212 3.348 1.132
H: 2.211 3.404 -3.006
H: -1.951 2.929 2.699
H: -1.294 -7.310 -1.736
H: 4.980 -4.558 -2.132
H: -5.782 -1.010 -1.357
H: 2.229 -2.136 -4.346
H: -3.982 -4.249 -0.417
H: 0.942 -6.372 3.986
H: -0.467 3.884 2.664
H: 4.390 -3.339 -4.200
H: 4.892 0.449 -1.362
H: 4.136 -3.533 3.732
H: 1.409 -0.307 6.825
H: 0.693 -2.124 -2.436
H: 3.019 -5.404 4.911
H: -2.054 -2.866 0.293
H: -3.593 -6.470 -1.440
H: 0.625 -5.933 -1.042
H: -0.005 -5.505 1.898

These are the Mulliken partial charges, in e, on atoms 1 to 6: -0.1236 0.6902 1.5550 -0.1947 -0.7326 -0.5318

---

Entry 2:
The following is a quantum chemistry calculation of an isolated molecule of C26H43BrF5N3O7S3, from the Open Molecules 2025 dataset.

Calculated values
HOMO level (eV): -8.06
Lowest unoccupied orbital energy (eV): -0.05
Molecular weight (g mol⁻¹): 780.7
Gap between HOMO and LUMO (eV): 8.02
SMILES string: CCN(CC)C(=S)SCCC[C@@](NBr)([C@@H](C[C@@H](C)O)OC(CC=O)(CC=O)CCCCNC(C)=O)S(=O)(=O)C(F)(F)C(F)(F)F
2S+1: 1

Element x y z (Å)
Br: -0.897 -2.152 1.480
S: -6.794 -0.641 3.138
S: -4.713 1.231 2.175
S: 0.539 -0.068 3.685
F: 0.462 -2.558 4.474
F: 2.971 -2.800 5.374
F: 1.997 -2.246 2.969
F: 3.415 -0.754 4.922
F: 1.832 -1.232 6.304
O: 4.478 0.353 -0.276
O: -0.771 -0.258 4.232
O: 2.177 -3.578 -5.487
O: 1.674 1.177 -0.020
O: -1.466 3.440 -1.128
O: 3.662 5.411 0.436
O: 1.366 0.961 4.263
N: 1.912 -1.802 -4.019
N: -5.167 -1.108 1.039
N: 0.056 -0.670 0.960
C: -0.645 1.500 1.966
C: -0.460 2.774 -1.049
C: 3.396 4.549 -0.366
C: 3.084 -1.604 -0.060
C: 2.229 -0.601 -4.838
C: 2.435 -1.597 5.197
C: 1.774 0.706 -4.180
C: 2.446 2.025 -2.107
C: -3.019 0.583 2.454
C: -4.435 -3.389 0.474
C: 3.120 0.330 1.730
C: 3.256 3.099 0.007
C: 1.402 -1.710 4.043
C: -5.377 -0.527 -0.305
C: -5.606 -0.311 2.080
C: -2.047 1.203 1.444
C: 0.873 3.395 -0.709
C: 1.430 -2.878 -4.843
C: 3.848 -0.516 0.677
C: 0.437 0.358 1.880
C: -0.060 -3.050 -4.824
C: 2.053 2.406 -0.649
C: -6.756 0.071 -0.534
C: -5.550 -2.528 1.092
C: 1.783 1.020 1.381
C: 1.865 0.706 -2.641
H: 3.288 4.807 -1.434
H: 0.751 0.926 -4.489
H: 1.713 -0.702 -5.795
H: 3.530 1.935 -2.170
H: -6.826 1.075 -0.121
H: 2.790 -2.163 -3.657
H: 2.161 2.830 -2.786
H: -0.502 -2.302 -5.482
H: -3.772 -3.730 1.268
H: 1.045 4.141 -1.481
H: 2.385 1.511 -4.594
H: -2.048 0.640 0.512
H: 3.792 -2.174 -0.664
H: 2.595 -2.310 0.602
H: 5.310 -0.053 -0.539
H: 1.792 1.974 1.908
H: 0.734 3.915 0.241
H: -0.752 1.856 2.992
H: 3.287 -0.555 -5.092
H: -2.767 0.855 3.472
H: 2.544 -0.091 -2.358
H: -0.246 2.349 1.424
H: 3.821 1.132 1.964
H: -5.693 -2.818 2.125
H: -2.466 2.176 1.181
H: -4.632 0.255 -0.446
H: -3.819 -2.777 -0.183
H: 4.188 2.624 -0.305
H: -0.511 1.689 -1.221
H: -3.110 -0.491 2.339
H: -0.329 -4.048 -5.154
H: 3.246 3.084 1.095
H: -7.551 -0.538 -0.104
H: -4.834 -4.243 -0.065
H: -6.484 -2.674 0.546
H: 4.642 -1.025 1.234
H: -5.159 -1.289 -1.050
H: 0.871 0.519 -2.253
H: 2.365 -1.186 -0.761
H: 3.067 -0.252 2.634
H: -0.426 -2.874 -3.816
H: -6.935 0.152 -1.605
H: 0.735 -0.869 0.248

These are the Mulliken partial charges, in e, on atoms 1 to 6: -0.0570 -0.2101 -0.2146 1.6686 -0.2770 -0.2690

---

Entry 3:
The following is a quantum chemistry calculation of a 16-piece molecular cluster, C34H106N26O16 overall, from the Open Molecules 2025 dataset.

Calculated values
HOMO level (eV): -8.24
Lowest unoccupied orbital energy (eV): -0.41
Molecular weight (g mol⁻¹): 1135.4
Gap between HOMO and LUMO (eV): 7.83
2S+1: 1

Element x y z (Å)
O: -0.791 -0.676 -4.232
O: -3.683 -0.119 1.737
O: 2.070 7.036 -1.665
O: 2.314 -0.105 5.209
O: -3.018 -3.504 -1.017
O: -1.664 -3.389 6.969
O: 3.399 3.031 2.182
O: 4.648 -1.857 -4.671
O: -3.665 6.666 3.262
O: 4.246 -0.377 0.457
O: -4.000 3.095 -1.574
O: 1.471 -2.850 3.380
O: 4.913 2.167 -2.448
O: -0.015 -6.453 2.475
O: 0.466 2.019 -0.619
O: 1.553 -4.726 -1.700
N: 3.274 -0.555 3.348
N: -3.939 5.279 -1.720
N: 0.517 -4.632 1.277
N: 5.473 -0.505 -1.482
N: 1.167 -2.693 -2.155
N: 3.728 1.360 4.302
N: 0.618 -6.484 0.295
N: -3.306 0.658 -0.291
N: 4.965 4.077 -1.333
N: 5.535 -2.155 -0.077
N: 1.509 -4.944 4.271
N: 1.386 3.431 3.079
N: 4.492 2.267 -0.303
N: -1.210 6.745 1.813
N: 0.293 -4.236 -3.437
N: -4.443 1.934 1.026
N: -2.364 -0.556 -7.626
N: 1.741 6.404 0.484
N: 3.889 -0.252 -6.845
N: -4.218 -2.104 4.508
N: 0.952 -1.301 0.798
N: 0.048 6.780 -0.711
N: -2.303 4.194 -2.451
N: 2.803 4.933 3.243
N: 2.255 -3.338 5.419
N: -4.423 -7.064 -1.416
C: -1.646 4.357 1.198
C: 1.218 0.979 0.046
C: 0.198 -0.101 0.543
C: -3.778 0.737 0.889
C: 3.054 0.245 4.311
C: -1.421 -1.024 -6.636
C: -2.828 -2.730 6.510
C: -2.119 -2.722 -0.305
C: 3.439 -1.116 -4.699
C: 1.810 -3.658 4.243
C: -3.487 4.109 -1.901
C: 2.504 1.125 -5.350
C: -1.662 -0.376 -5.311
C: 1.074 -3.914 -2.404
C: -0.996 0.340 -3.222
C: -1.789 -2.102 4.212
C: -3.905 6.667 4.629
C: 4.845 2.764 -1.392
C: 5.104 -0.932 -0.280
C: 3.736 0.157 -5.515
C: 1.361 6.794 -0.689
C: -3.121 5.471 2.804
C: -4.404 -5.588 -1.375
C: 4.570 -3.075 -3.859
C: -2.943 -2.686 4.935
C: 0.336 -5.901 1.450
C: -2.256 5.748 1.605
C: -1.768 -4.774 6.897
C: -5.771 -5.151 -0.885
C: -3.141 -4.945 -0.768
C: -0.038 -0.765 -7.360
C: -0.521 0.302 1.867
C: 1.259 3.101 -1.193
C: 2.590 3.764 2.791
H: 1.797 2.653 -2.028
H: 3.363 2.007 4.987
H: -5.426 -7.179 -1.376
H: 1.046 6.076 1.140
H: 2.710 2.150 -5.660
H: -1.106 -3.087 -0.472
H: -0.102 -3.529 -4.040
H: -0.390 6.795 -1.621
H: -4.297 -2.233 3.510
H: -4.141 -7.413 -0.511
H: -2.692 -5.205 7.283
H: 1.639 0.750 -5.898
H: -6.035 -4.257 -1.451
H: -1.017 -5.314 7.473
H: -1.893 5.090 -2.672
H: -4.732 2.409 0.183
H: -1.680 -5.103 5.862
H: -1.847 -1.015 4.149
H: -2.837 6.143 0.773
H: 3.008 -0.623 -7.171
H: -3.007 -3.750 4.708
H: -2.434 5.171 3.596
H: -2.063 0.407 -7.569
H: 0.620 3.892 -1.585
H: -5.005 2.077 1.853
H: -0.544 1.295 -3.488
H: 1.896 0.491 -0.654
H: 3.767 5.236 3.227
H: -4.628 5.928 4.976
H: 1.799 1.373 0.880
H: 1.961 5.304 3.659
H: -0.012 -1.253 -8.334
H: -0.527 6.471 0.060
H: 0.890 -5.216 3.521
H: -3.228 -5.012 0.317
H: 1.255 -2.374 -1.201
H: -3.029 6.398 5.219
H: -2.827 -0.218 -0.445
H: 3.880 1.824 3.418
H: -0.597 -0.303 -0.175
H: -2.063 0.515 -3.078
H: 0.129 0.295 -7.550
H: 3.909 -3.903 -4.113
H: 1.734 -0.899 1.295
H: -1.345 -0.402 1.975
H: -4.771 5.399 -1.160
H: -2.725 -0.509 -5.109
H: 0.804 -1.191 -6.815
H: -4.416 -5.297 -2.425
H: 0.784 3.912 3.732
H: 0.989 2.647 2.581
H: 3.054 -0.848 -3.715
H: -5.697 -4.951 0.184
H: -3.400 6.085 -2.004
H: 2.736 -1.820 -5.145
H: -4.187 7.650 5.006
H: 4.979 4.638 -0.494
H: -3.517 1.368 -0.978
H: 6.113 -1.042 -2.050
H: -1.611 7.662 1.952
H: -2.028 -0.760 -8.557
H: -1.500 0.678 -5.534
H: -3.930 4.755 2.663
H: 3.784 -0.346 2.501
H: 0.616 -7.486 0.175
H: -2.066 -1.687 -0.643
H: -2.467 3.819 0.723
H: 2.456 -4.005 6.151
H: -1.572 -2.090 -6.466
H: -1.738 3.357 -2.440
H: -0.560 -0.005 -2.284
H: -0.044 -5.175 -3.596
H: -2.682 -1.766 6.999
H: 0.509 -1.888 1.492
H: -0.020 0.195 2.829
H: -6.536 -5.907 -1.061
H: 1.971 3.564 -0.510
H: 2.306 1.313 -4.295
H: 1.953 -5.543 4.952
H: -1.202 3.750 1.987
H: -2.220 -5.474 -1.014
H: -2.412 -2.764 0.744
H: -5.027 -2.482 4.980
H: -3.663 -3.265 6.962
H: 2.289 -2.342 5.583
H: -1.631 -2.378 3.169
H: 2.784 -1.437 3.391
H: 0.916 -5.861 -0.442
H: 0.841 -4.320 0.373
H: -0.835 4.642 0.528
H: 5.593 -3.383 -3.643
H: 5.191 4.493 -2.226
H: 0.452 -3.972 2.039
H: 6.120 -2.693 -0.700
H: 4.093 -2.861 -2.902
H: -0.866 -2.343 4.740
H: -0.981 1.288 1.933
H: 0.817 -2.209 -2.969
H: -0.658 6.562 2.638
H: 4.399 -1.123 -6.840
H: 5.094 0.352 -1.860
H: 4.427 2.748 0.582
H: 5.257 -2.555 0.807
H: 4.667 0.678 -5.292
H: 2.717 6.152 0.551
H: 4.167 1.310 -0.291

These are the Mulliken partial charges, in e, on atoms 1 to 6: 0.1474 -0.5641 -0.7085 -0.7672 -0.4688 -0.3062

---

Entry 4:
The following is a quantum chemistry calculation of an isolated molecule of C4H4N2O2, from the Open Molecules 2025 dataset.

Calculated values
HOMO level (eV): -8.55
Lowest unoccupied orbital energy (eV): 0.33
Molecular weight (g mol⁻¹): 112.1
Gap between HOMO and LUMO (eV): 8.88
SMILES string: Oc1nccnc1O
2S+1: 1

Element x y z (Å)
O: -1.070 1.167 1.631
O: 0.874 -0.477 2.015
N: 1.161 -1.015 -0.274
N: -0.871 0.945 -0.614
C: 0.339 -0.984 -1.311
C: -0.451 0.646 0.605
C: 0.533 -0.330 0.783
C: -0.507 0.063 -1.574
H: 1.891 -0.757 2.049
H: -1.630 1.857 1.372
H: 0.754 -1.359 -2.177
H: -1.023 0.246 -2.505

These are the Mulliken partial charges, in e, on atoms 1 to 6: -0.4621 -0.4845 -0.5329 -0.6415 -0.4194 0.5019

---

Entry 5:
The following is a quantum chemistry calculation of C13H19Cl2NY as an isolated structure, from the Open Molecules 2025 dataset.

Calculated values
HOMO level (eV): -2.71
Lowest unoccupied orbital energy (eV): 2.94
Molecular weight (g mol⁻¹): 349.1
Net charge: -1
Gap between HOMO and LUMO (eV): 5.65
2S+1: 1

Element x y z (Å)
Y: -0.163 0.620 0.955
Cl: -0.495 -1.532 2.264
Cl: 0.787 2.947 0.875
N: 2.448 -0.034 0.621
C: 3.319 -2.921 2.811
C: 3.775 -3.850 1.857
C: -2.564 2.469 -0.648
C: -2.258 1.794 -3.033
C: 2.872 -1.657 2.401
C: -1.868 0.419 -2.437
C: -2.124 1.240 1.560
C: 2.913 -1.319 1.053
C: 3.759 -3.510 0.495
C: -3.186 2.495 -2.049
C: -1.475 0.412 -1.005
C: 3.294 -2.254 0.088
C: -2.365 1.027 -0.062
H: 3.224 -2.013 -0.973
H: -0.890 -0.499 -0.671
H: 2.809 0.759 1.146
H: -2.379 2.265 1.913
H: 2.431 -0.972 3.128
H: -4.161 1.989 -2.048
H: -3.391 3.526 -2.334
H: -2.774 -0.188 -2.589
H: 3.311 -3.193 3.872
H: -1.105 -0.074 -3.031
H: -2.721 1.707 -4.017
H: 4.130 -4.839 2.175
H: 4.113 -4.235 -0.250
H: -2.641 0.480 2.156
H: -1.537 2.897 -0.725
H: -1.364 2.407 -3.171
H: 2.680 0.136 -0.351
H: -3.284 0.420 -0.045
H: -3.117 3.083 0.071

These are the Mulliken partial charges, in e, on atoms 1 to 6: 0.6133 -0.6158 -0.6480 -0.4492 -0.5666 -0.4262

---

Entry 6:
The following is a quantum chemistry calculation of a 3-piece molecular cluster, C2H5FNO overall, from the Open Molecules 2025 dataset.

Calculated values
HOMO level (spin up / spin down) (eV): -3.10 / -3.10
Lowest unoccupied orbital energy (spin up / spin down) (eV): 3.83 / 3.83
Molecular weight (g mol⁻¹): 78.1
Net charge: -1
Gap between HOMO and LUMO (spin up / spin down) (eV): 6.92 / 6.93
2S+1: 1

Element x y z (Å)
F: 2.943 0.009 -0.080
O: -2.856 -0.070 0.400
N: -1.989 -0.021 -0.471
C: 0.246 -0.497 0.712
C: 0.918 0.233 -0.235
H: 1.037 1.255 -0.491
H: 0.384 -1.550 0.563
H: -1.893 0.956 -0.880
H: 0.132 -0.037 1.669
H: 1.078 -0.278 -1.187

These are the Mulliken partial charges, in e, on atoms 1 to 6: -0.7867 -0.3675 0.0175 -0.6674 -0.3342 0.3241

---

Number 1: electronic energy -154448.4471 eV, strongest force on any atom 1.41 eV/A. Number 2: electronic energy -162593.9703 eV, strongest force on any atom 1.10 eV/A. Number 3: electronic energy -108481.3890 eV, strongest force on any atom 6.84 eV/A. Number 4: electronic energy -11286.4992 eV, strongest force on any atom 5.85 eV/A. Number 5: electronic energy -41370.5313 eV, strongest force on any atom 4.70 eV/A. Number 6: electronic energy -8406.0605 eV, strongest force on any atom 2.50 eV/A.